one) A cluster of 2 separate species, CH5NS in total. Source: the Open Molecules 2025 dataset; level of theory: wB97M-V/def2-TZVPD.

Last column: natural (NBO) charge in e.
Element x y z (Å)
C1 1.396 -0.903 -0.177  -0.44
N1 -1.333 1.212 -0.133  -1.05
S1 0.939 -1.511 1.252  0.08
H1 -1.208 1.321 0.906  0.36
H2 2.368 -1.095 -0.577  0.19
H3 0.722 -0.306 -0.752  0.17
H4 -0.652 0.495 -0.270  0.33
H5 -2.232 0.787 -0.250  0.36

Output
SMILES string = C=S.N
LUMO energy = -0.7 eV
Frontier orbital gap = 8.52 eV



two) A cluster of 2 separate species, CH5NS in total. Source: the Open Molecules 2025 dataset; level of theory: wB97M-V/def2-TZVPD.

Last column: natural (NBO) charge in e.
Element x y z (Å)
S1 2.457 0.784 0.572  -0.32
H1 1.966 2.033 0.688  0.13
C1 -1.237 -0.269 -0.449  -0.03
N1 -0.504 -1.008 0.267  -0.60
H2 -2.077 -0.624 -1.050  0.15
H3 -1.055 0.805 -0.479  0.16
H4 1.232 0.257 0.305  0.17
H5 -0.782 -1.978 0.146  0.34

Output
SMILES string = C=N.S
LUMO energy = 1.0 eV
Frontier orbital gap = 10.22 eV



The winner here is two), beating the second structure by 24.9 kJ/mol.



one) A cluster of 2 separate species, C3H4N2S2 in total. Source: the Open Molecules 2025 dataset; level of theory: wB97M-V/def2-TZVPD.

Last column: natural (NBO) charge in e.
Element x y z (Å)
C1 -0.079 -1.590 0.459  0.36
C2 -0.909 0.886 0.017  -0.29
C3 1.612 -0.126 -0.213  -0.43
N1 -0.581 -2.482 0.995  -0.39
N2 0.338 -0.720 -0.371  -0.46
S1 -0.232 2.298 0.246  0.19
S2 -2.452 0.208 -0.161  0.22
H1 2.418 -0.805 -0.533  0.23
H2 1.495 0.705 -0.921  0.21
H3 1.663 0.360 0.804  0.19
H4 -3.271 1.265 -0.321  0.15

Output
LUMO energy (spin up / spin down) = -1.2 / -1.2 eV
Frontier orbital gap (spin up / spin down) = 7.94 / 7.94 eV



two) An isolated molecule of C3H4N2S2. Source: the Open Molecules 2025 dataset; level of theory: wB97M-V/def2-TZVPD.

Last column: natural (NBO) charge in e.
Element x y z (Å)
C1 2.987 2.629 1.125  0.41
C2 1.381 0.896 0.597  -0.12
C3 -0.710 -0.869 -0.472  -0.69
N1 4.041 3.074 1.320  -0.32
N2 1.776 2.231 0.820  -0.66
S1 2.415 -0.329 0.823  0.00
S2 -0.342 0.894 0.077  0.25
H1 -1.016 -0.729 -1.514  0.23
H2 -1.678 -1.193 -0.024  0.23
H3 0.023 -1.568 -0.385  0.24
H4 1.249 3.027 0.544  0.43

Output
SMILES string = CSC(=S)NC#N
LUMO energy = -0.2 eV
Frontier orbital gap = 9.15 eV



three) An isolated molecule of C3H4N2S2. Source: the Open Molecules 2025 dataset; level of theory: wB97M-V/def2-TZVPD.

Last column: natural (NBO) charge in e.
Element x y z (Å)
C1 -0.467 -0.939 -2.096  -0.51
C2 1.354 -1.946 -0.638  -0.10
C3 -0.064 -0.187 -0.760  -0.07
N1 0.807 -0.924 -0.054  -0.48
N2 0.144 1.708 1.125  -0.93
S1 0.656 -2.223 -2.317  0.40
S2 -0.977 1.109 -0.168  0.47
H1 -0.935 -0.363 -2.929  0.25
H2 2.048 -2.489 -0.045  0.23
H3 0.748 2.413 0.706  0.36
H4 0.783 1.007 1.449  0.38

Output
SMILES string = NSc1cscn1
LUMO energy = 0.1 eV
Frontier orbital gap = 8.08 eV



four) A structure of composition C3H4N2S2. Source: the Open Molecules 2025 dataset; level of theory: wB97M-V/def2-TZVPD.

Last column: natural (NBO) charge in e.
Element x y z (Å)
C1 2.714 -0.303 0.278  0.66
C2 0.223 -0.474 0.385  -0.63
C3 -2.476 0.605 -0.283  -0.78
N1 2.476 0.829 0.667  -0.69
N2 2.641 -1.505 0.151  -0.64
S1 0.832 1.062 0.374  0.58
S2 -1.387 -0.788 0.191  0.42
H1 -2.244 0.835 -1.406  0.23
H2 -2.187 1.578 0.366  0.23
H3 -3.424 0.307 -0.164  0.22
H4 2.833 -2.144 -0.558  0.41

Output
LUMO energy = 0.3 eV
Frontier orbital gap = 8.85 eV



The winner here is two), beating the second structure by 74.0 kJ/mol.



one) A structure of composition C4H12Si2. Source: the Open Molecules 2025 dataset; level of theory: wB97M-V/def2-TZVPD.

Last column: natural (NBO) charge in e.
Element x y z (Å)
C1 -1.219 0.647 1.289  -1.24
C2 -0.696 -0.357 -1.339  -1.29
C3 1.371 -1.611 0.643  -1.12
C4 1.713 1.508 -0.433  -1.12
Si1 -2.283 -0.137 -0.067  1.11
Si2 0.632 -0.007 -0.079  1.63
H1 -1.131 1.695 1.230  0.22
H2 -1.326 0.485 2.442  0.25
H3 -0.701 -1.264 -1.783  0.24
H4 -0.838 0.344 -2.039  0.24
H5 2.544 -1.706 0.538  0.24
H6 1.235 -1.613 1.688  0.25
H7 0.881 -2.494 0.238  0.25
H8 1.218 2.389 -0.518  0.24
H9 2.451 1.792 0.330  0.25
H10 2.217 1.363 -1.466  0.24
H11 -2.601 -1.432 0.196  -0.21
H12 -3.468 0.397 -0.869  -0.17

Output
LUMO energy = 0.9 eV
Frontier orbital gap = 9.28 eV



two) A cluster of 2 separate species, C4H12Si2 in total. Source: the Open Molecules 2025 dataset; level of theory: wB97M-V/def2-TZVPD.

Last column: natural (NBO) charge in e.
Element x y z (Å)
C1 0.413 -1.485 2.388  -0.34
C2 0.927 -1.025 1.287  -0.67
C3 2.350 1.111 -0.118  -1.15
C4 -1.976 -1.592 -1.464  -0.50
Si1 -1.326 1.829 0.191  0.39
Si2 0.601 0.544 0.374  0.85
H1 0.783 -2.380 2.817  0.19
H2 -0.061 -0.829 3.176  0.19
H3 1.369 -1.809 0.639  0.22
H4 3.191 0.342 -0.342  0.26
H5 2.476 1.946 -0.950  0.25
H6 2.823 1.696 0.775  0.25
H7 -1.151 -2.124 -0.985  0.17
H8 -2.816 -1.407 -0.963  0.15
H9 -1.851 -1.072 -2.413  0.17
H10 -2.106 2.024 -0.936  -0.15
H11 -2.393 1.717 1.225  -0.12
H12 -0.841 3.196 0.410  -0.15

Output
LUMO energy (spin up / spin down) = -0.4 / 0.0 eV
Frontier orbital gap (spin up / spin down) = 8.43 / 6.66 eV



three) A cluster of 2 separate species, C4H12Si2 in total. Source: the Open Molecules 2025 dataset; level of theory: wB97M-V/def2-TZVPD.

Last column: natural (NBO) charge in e.
Element x y z (Å)
C1 -0.700 -1.212 0.354  -0.69
C2 -1.335 -0.050 0.102  0.10
C3 -2.783 0.169 0.632  -0.64
C4 -0.619 1.054 -0.599  -0.67
Si1 0.979 -1.692 -0.248  0.87
Si2 4.322 0.495 0.248  0.59
H1 -1.345 -2.060 0.870  0.22
H2 -2.685 0.173 1.727  0.22
H3 -2.977 1.115 0.312  0.21
H4 -3.372 -0.629 0.296  0.22
H5 0.451 0.899 -0.489  0.23
H6 -0.940 1.986 -0.216  0.21
H7 -0.838 1.156 -1.620  0.22
H8 1.701 -2.810 0.453  -0.16
H9 0.672 -2.161 -1.659  -0.16
H10 1.872 -0.520 -0.178  -0.19
H11 3.836 0.243 -1.150  -0.28
H12 2.963 0.807 0.653  -0.30

Output
LUMO energy = -1.0 eV
Frontier orbital gap = 7.73 eV



The winner here is one), beating the second structure by 253.7 kJ/mol.